24
Properties=species:S:1:pos:R:3:forces:R:3 method="wB97M-V/def2-TZVPD" gap_ev="6.949 / 7.183" spin_multiplicity=3
C 3.6813 -1.1951 0.5461 0.8 -2.5 2.1
C 4.2829 0.7144 -0.1314 -1.9 -0.1 -0.2
C 2.5508 -0.7500 -0.0456 0.4 1.7 -0.2
C 2.1467 1.4496 -1.1331 1.2 0.0 0.7
C 0.0172 0.0045 0.3275 -0.6 -0.2 -0.6
C -2.3747 1.7408 -0.3758 -0.2 -2.8 -0.4
C -2.4247 -0.6807 1.8602 0.8 0.1 -0.4
C -2.5983 -1.3282 -1.2348 2.2 1.3 0.4
N 4.7548 -0.2970 0.4841 -0.8 -2.2 0.8
N 2.9329 0.5609 -0.4688 -0.7 -1.5 -0.2
Si -1.8681 -0.0684 0.1271 -0.3 -0.1 0.1
S 0.8050 -1.2873 -0.2136 1.5 0.7 0.2
H 3.7260 -2.1245 1.2176 0.2 1.4 -1.5
H 4.8237 1.6065 -0.1755 0.4 1.4 -0.7
H 2.6972 2.3546 -1.2603 -0.7 1.2 -0.8
H -2.9829 1.5516 -1.2555 -0.5 0.4 -0.1
H -2.8616 2.3158 0.3523 -1.1 0.5 1.1
H -1.5780 2.3414 -0.6820 1.7 0.6 -0.6
H -1.6739 -0.6759 2.6675 0.0 0.3 -0.5
H -3.2334 -0.0403 2.1704 -0.6 0.0 0.3
H -2.7247 -1.7226 1.7721 -0.4 0.0 -0.1
H -2.3735 -0.7959 -2.1930 0.1 -0.8 0.5
H -2.0531 -2.3215 -1.1606 -1.0 1.1 -0.3
H -3.6715 -1.3526 -1.1949 -0.5 -0.5 0.3